[1]
Formula: C7H5F3OS
Source: the Open Molecules 2025 dataset
Level of theory: ωB97M-V/def2-TZVPD

Computed properties:
Kohn-Sham gap (alpha / beta): 6.927 / 6.796 eV
Spin multiplicity: 3
Total energy: -1042.5871 Eh
HOMO (alpha / beta): -6.3 / -9.6 eV

Last column: natural (NBO) charge in e.
Atoms and positions in Å:
1 C -1.55 -0.73 0.28  -0.260
2 C -0.19 -0.72 0.37  -0.208
3 C -1.99 -0.43 -0.96  -0.362
4 C 0.40 -0.22 -0.70  -0.249
5 C 2.15 1.73 -0.20  0.008
6 C 1.84 0.06 -0.89  -0.262
7 C 2.81 -0.85 -0.15  0.966
8 O 1.94 2.57 -1.04  -0.337
9 F 2.42 -2.14 -0.11  -0.325
10 F 2.87 -0.53 1.23  -0.366
11 F 4.03 -0.88 -0.54  -0.287
12 S -0.71 0.05 -1.98  0.477
13 H -2.09 -1.36 0.88  0.223
14 H 0.31 -0.97 1.33  0.244
15 H -2.90 -0.53 -1.48  0.235
16 H 2.54 1.80 0.80  0.239
17 H 2.15 0.16 -1.99  0.265

---

[2]
Formula: C6H18NO2
Source: the Open Molecules 2025 dataset
Level of theory: ωB97M-V/def2-TZVPD

Computed properties:
Kohn-Sham gap (alpha / beta): 1.997 / 9.640 eV
Spin multiplicity: 2
Total energy: -444.4303 Eh
HOMO (alpha / beta): -2.1 / -9.2 eV

Last column: natural (NBO) charge in e.
Atoms and positions in Å:
1 C 1.03 -1.86 -1.15  -0.648
2 C 1.13 -0.60 -0.34  -0.073
3 C 0.48 -0.75 1.00  -0.470
4 C -1.00 -0.81 0.88  -0.256
5 C -1.86 -0.12 1.65  -0.141
6 C -3.32 -0.24 1.57  -0.689
7 N 2.66 -0.22 -0.17  -0.812
8 H 0.26 -2.57 -0.79  0.240
9 H 0.98 -1.71 -2.24  0.227
10 H 1.93 -2.57 -1.01  0.203
11 H 0.77 0.16 -1.11  0.243
12 H 0.79 0.06 1.81  0.237
13 H 0.84 -1.76 1.44  0.209
14 H -1.65 -1.40 0.09  0.206
15 H -1.45 0.49 2.55  0.189
16 H -3.93 0.57 2.03  0.232
17 H -3.63 -1.25 1.80  0.231
18 H -3.62 -0.40 0.49  0.216
19 H 3.03 -0.66 0.70  0.360
20 H 2.63 0.86 -0.15  0.487
21 H 3.30 -0.48 -0.97  0.393
22 H -0.81 3.12 -2.38  0.422
23 H -1.60 1.84 -1.96  0.350
24 O -0.84 2.41 -1.71  -1.293
25 H 1.67 3.24 -0.38  0.481
26 H 0.63 2.34 -0.99  0.518
27 O 1.58 2.29 -0.66  -1.062

---

[3]
Formula: C6H13N
Source: the Open Molecules 2025 dataset
Level of theory: ωB97M-V/def2-TZVPD

Computed properties:
Kohn-Sham gap: 8.934 eV
SMILES: CCC(=CN)CC
Total energy: -291.0827 Eh
HOMO: -7.9 eV

Last column: natural (NBO) charge in e.
Atoms and positions in Å:
1 C -1.41 1.48 0.83  -0.626
2 C -0.20 1.15 -0.08  -0.431
3 C 0.46 -0.23 0.26  -0.064
4 C 1.79 -0.39 0.04  -0.006
5 N 2.77 0.59 0.52  -0.835
6 C -0.43 -1.44 0.27  -0.428
7 C -1.36 -1.47 -1.03  -0.622
8 H -2.42 1.30 0.51  0.215
9 H -1.52 2.56 0.75  0.209
10 H -1.09 1.13 1.76  0.216
11 H 0.54 1.92 0.12  0.203
12 H -0.26 1.29 -1.22  0.216
13 H 2.28 -1.46 -0.12  0.180
14 H 3.74 0.36 0.42  0.370
15 H 2.61 1.44 -0.03  0.359
16 H -1.04 -1.58 1.22  0.217
17 H 0.19 -2.36 0.09  0.213
18 H -2.17 -0.71 -1.04  0.202
19 H -0.73 -1.18 -1.89  0.201
20 H -1.78 -2.42 -1.40  0.213

---

[4]
Formula: C3H10NS
Source: the Open Molecules 2025 dataset
Level of theory: ωB97M-V/def2-TZVPD

Computed properties:
Total charge: +1
Kohn-Sham gap: 9.861 eV
Total energy: -572.9014 Eh
HOMO: -14.3 eV

Last column: natural (NBO) charge in e.
Atoms and positions in Å:
1 C 1.49 0.94 0.23  -0.209
2 N 1.18 2.18 -0.41  -0.761
3 H 2.54 0.60 0.21  0.250
4 H 1.36 1.09 1.32  0.229
5 H 1.51 2.25 -1.38  0.387
6 H 0.17 2.28 -0.47  0.376
7 C -1.50 -0.40 -1.23  -0.463
8 S 0.44 -0.74 -0.31  0.337
9 C -0.43 -1.64 1.31  -0.582
10 H -1.29 -0.40 -2.27  0.235
11 H -1.82 0.47 -0.70  0.231
12 H -1.92 -1.39 -1.02  0.238
13 H -0.20 -0.98 2.14  0.238
14 H -1.53 -1.61 1.27  0.238
15 H -0.01 -2.65 1.30  0.255

---

Results for energy relative to the best compared isomer or geometry (same formula, charge and spin): 0.0 156.4 199.8 256.6 (in kJ/mol, following the order of the records).